C28H31N4 | ωB97M-V with the def2-TZVPD basis set

## Properties
Net charge   +1
E_tot   -35494.4697 eV
Max |F|   1.2 eV/Å

Last column: natural (NBO) charge in e.
Positions of all 63 atoms, in Å:
N1 5.051 -1.741 -0.271  -0.38
N2 -4.839 -1.772 -0.053  -0.39
N3 -0.665 7.869 0.389  -0.78
N4 -0.147 3.743 0.401  -0.53
C1 0.113 0.701 0.110  0.01
C2 -1.602 5.657 0.271  -0.32
C3 -3.585 0.131 -0.097  -0.09
C4 3.802 -1.234 -0.293  0.34
C5 -5.001 0.561 -0.333  -0.44
C6 -3.593 -1.270 0.064  0.33
C7 -5.158 -3.152 0.187  -0.21
C8 -2.602 -3.528 0.363  -0.43
C9 1.452 -1.289 -0.586  -0.10
C10 2.643 -1.996 -0.503  -0.12
C11 6.060 -0.711 -0.157  -0.20
C12 -3.962 -4.041 -0.153  -0.40
C13 -0.497 6.527 0.420  0.23
C14 0.906 4.564 0.558  0.07
C15 0.787 5.953 0.595  -0.32
C16 2.798 -3.479 -0.639  -0.43
C17 3.807 0.162 -0.077  -0.09
C18 -1.267 -1.343 0.521  -0.04
C19 5.358 -3.122 -0.524  -0.21
C20 -2.369 0.779 -0.080  -0.11
C21 2.597 0.814 0.027  -0.12
C22 1.360 0.079 -0.148  -0.10
C23 4.167 -4.012 -0.170  -0.40
C24 -5.838 -0.730 -0.160  -0.20
C25 -2.450 -2.041 0.321  -0.14
C26 -1.367 4.285 0.272  0.08
C27 5.237 0.582 0.071  -0.44
C28 -1.151 0.049 0.185  -0.19
H1 2.012 -3.965 -0.048  0.23
H2 -6.461 -0.695 0.749  0.20
H3 -2.619 6.037 0.171  0.22
H4 5.527 1.348 -0.656  0.24
H5 -6.514 -0.928 -1.004  0.21
H6 -3.898 -4.130 -1.245  0.21
H7 -6.023 -3.411 -0.439  0.22
H8 5.448 0.973 1.074  0.23
H9 4.135 -4.125 0.920  0.21
H10 4.330 -5.007 -0.596  0.23
H11 -1.808 -3.970 -0.253  0.22
H12 0.118 8.500 0.483  0.40
H13 2.619 -3.774 -1.683  0.22
H14 1.664 6.578 0.760  0.22
H15 5.642 -3.272 -1.583  0.20
H16 2.552 1.880 0.256  0.22
H17 -5.455 -3.306 1.241  0.19
H18 -2.302 1.843 -0.295  0.21
H19 -2.209 3.603 0.167  0.18
H20 -1.577 8.280 0.247  0.40
H21 -5.147 0.952 -1.349  0.23
H22 -2.426 -3.887 1.387  0.22
H23 -0.405 -1.882 0.919  0.21
H24 6.747 -0.937 0.670  0.21
H25 -4.140 -5.044 0.246  0.23
H26 6.667 -0.658 -1.075  0.20
H27 -5.333 1.329 0.373  0.24
H28 0.568 -1.807 -0.961  0.23
H29 1.889 4.096 0.664  0.19
H30 0.124 1.776 0.262  0.27
H31 6.232 -3.389 0.086  0.22